No. 1
Below is a cluster of 2 separate species, C5H3O3 in total, with properties calculated with ωB97M-V/def2-TZVPD.

Last column: Löwdin charge in e.
Element x y z (Å)
C: -4.417 0.642 -0.013  -0.421
C: -5.472 -0.008 0.043  -0.409
H: -1.721 -0.227 -0.017  0.029
C: -0.637 -0.509 -0.024  0.152
C: 0.551 -0.722 -0.030  -0.209
O: 1.818 -1.058 -0.062  0.094
C: 2.764 -0.085 0.066  -0.603
O: 2.531 1.082 0.175  0.155
O: 3.932 -0.684 0.031  0.168
H: -3.991 1.603 -0.283  -0.099
H: 4.642 -0.034 0.114  0.142

**Total charge**: -1
**Spin multiplicity**: 1
**Gap between HOMO and LUMO**: 5.43 eV

No. 2
Below is a cluster of 2 separate species, C5H3O5 in total, with properties calculated with ωB97M-V/def2-TZVPD.

Last column: Löwdin charge in e.
Element x y z (Å)
C: -0.835 1.070 0.446  -0.088
C: -0.698 -0.263 0.164  -0.078
C: 0.266 1.752 -0.024  -0.549
C: 3.194 0.632 0.306  -0.461
C: 0.438 -0.411 -0.575  -0.395
O: 2.797 0.917 1.349  0.213
O: 0.704 2.898 0.000  -0.043
O: 3.640 0.387 -0.724  0.197
O: 1.022 0.791 -0.749  0.017
O: 1.061 -1.446 -1.309  0.010
H: -1.559 1.451 1.032  0.047
H: -1.268 -1.042 0.391  0.052
H: 1.045 -1.302 -2.256  0.079

**Total charge**: -1
**Spin multiplicity**: 1
**Gap between HOMO and LUMO**: 5.58 eV

No. 3
Below is a structure of composition C5H3O6V, with properties calculated with ωB97M-V/def2-TZVPD.

Last column: Löwdin charge in e.
Element x y z (Å)
O: -0.365 1.506 -1.813  0.154
C: -0.249 0.565 -1.070  -0.279
V: -1.549 0.067 0.376  0.733
C: -0.947 1.164 1.768  -0.079
O: -0.516 1.792 2.684  0.137
C: 0.341 -1.325 -1.275  -0.149
O: 0.133 -2.508 -1.008  0.146
C: 1.589 -0.255 -1.201  -0.212
O: 2.350 0.456 -0.511  0.109
C: -3.069 0.833 -0.435  -0.038
O: -4.042 1.179 -1.003  0.182
H: 1.988 -0.883 -2.238  0.224
O: 1.297 -1.141 1.671  -0.079
H: 1.103 -1.013 2.658  0.101
H: 1.934 -0.435 1.394  0.048

**Total charge**: +1
**Spin multiplicity**: 4
**Gap between HOMO and LUMO (alpha / beta)**: 6.88 / 5.94 eV

No. 4
Below is a cluster of 2 separate species, C5H4 in total, with properties calculated with ωB97M-V/def2-TZVPD.

Last column: Löwdin charge in e.
Element x y z (Å)
C: -1.180 0.098 0.302  -0.354
C: -2.369 -0.314 0.198  0.154
C: 0.358 -0.205 0.020  -0.236
C: 1.004 -1.311 -0.094  0.083
C: -0.126 1.109 -0.005  -0.119
H: 2.096 -1.296 -0.175  0.088
H: 0.522 -2.204 -0.219  0.055
H: -0.065 1.500 -1.001  0.081
H: -0.241 2.623 0.974  0.248

**Spin multiplicity**: 1
**Gap between HOMO and LUMO (alpha / beta)**: 8.50 / 8.50 eV

No. 5
Below is a structure of composition C5H4, with properties calculated with ωB97M-V/def2-TZVPD.

Last column: Löwdin charge in e.
Element x y z (Å)
C: 2.537 0.503 -0.002  -0.027
C: -2.352 0.839 0.076  0.138
C: 1.424 0.143 0.094  -0.086
C: -1.341 0.206 -0.094  -0.074
C: -0.236 -0.770 -0.180  -0.085
H: 3.594 0.714 0.013  0.013
H: -3.302 1.307 0.017  0.034
H: -0.161 -1.374 0.597  0.018
H: -0.009 -1.204 -1.117  0.069

**Spin multiplicity**: 3
**Gap between HOMO and LUMO (alpha / beta)**: 6.27 / 6.48 eV

No. 6
Below is a cluster of 14 separate species, C5H40N2O13 in total, with properties calculated with ωB97M-V/def2-TZVPD.

Last column: Löwdin charge in e.
Element x y z (Å)
N: 1.188 -0.235 -0.149  0.066
C: 0.916 -1.604 0.283  -0.414
C: 2.178 -2.108 0.989  -0.035
C: -0.394 -1.738 1.046  -0.158
N: -1.434 -2.137 0.103  -0.262
C: -2.772 -2.002 0.705  -0.082
C: -1.257 -3.466 -0.484  -0.095
H: 0.441 0.451 -0.206  0.022
H: 2.024 0.182 0.225  0.043
H: 0.787 -2.155 -0.656  0.087
H: 2.594 -1.418 1.719  0.062
H: 1.805 -2.970 1.547  0.075
H: 2.950 -2.346 0.264  0.080
H: -0.375 -2.532 1.799  0.125
H: -0.565 -0.714 1.356  0.107
H: -3.448 -2.757 0.295  0.075
H: -3.207 -1.062 0.377  0.076
H: -2.796 -2.293 1.761  0.094
H: -0.471 -3.408 -1.233  0.052
H: -1.006 -4.246 0.260  0.098
H: -2.197 -3.787 -0.902  0.080
H: -1.586 1.904 -1.286  0.028
H: -1.184 0.442 -0.998  0.042
O: -0.827 1.268 -1.351  -0.097
H: 0.695 0.238 -2.710  -0.005
H: 0.011 -0.133 -3.883  -0.006
O: 0.787 0.348 -3.674  -0.046
H: 4.206 0.309 -1.448  0.067
H: 3.039 1.252 -1.307  0.021
O: 3.924 1.083 -0.951  -0.051
H: -0.939 -1.896 -2.558  0.007
H: -0.061 -2.397 -3.789  -0.005
O: -0.931 -2.196 -3.472  -0.039
H: 4.123 0.482 0.751  -0.029
H: 5.052 0.753 1.833  0.039
O: 4.319 0.159 1.641  -0.077
H: -3.641 1.779 -0.776  0.059
H: -2.755 2.657 0.131  0.018
O: -3.048 2.534 -0.787  -0.049
H: 1.564 -1.983 -2.919  0.000
H: 1.983 -3.476 -3.060  0.050
O: 1.972 -2.626 -3.507  -0.044
H: -1.031 3.963 1.697  0.023
H: -2.033 4.762 2.174  0.072
O: -1.900 3.803 2.091  -0.057
H: -2.521 -0.172 4.801  0.042
H: -1.878 0.960 3.934  0.016
O: -2.356 0.124 3.910  -0.046
H: 0.866 2.677 -2.548  0.029
H: 1.988 3.748 -2.705  0.059
O: 1.682 3.013 -2.169  -0.037
H: 0.199 2.397 -0.312  -0.018
H: 1.344 3.324 0.119  0.046
O: 0.408 3.158 0.241  -0.052
H: -2.406 0.428 1.801  0.013
H: -2.277 1.878 2.126  0.010
O: -2.356 1.290 1.362  -0.079
H: 0.010 2.028 2.096  0.004
H: 0.662 2.510 3.341  0.055
O: -0.070 1.954 3.061  -0.059

**Spin multiplicity**: 1
**Gap between HOMO and LUMO**: 9.05 eV

No. 7
Below is a cluster of 14 separate species, C5H40N2O13 in total, with properties calculated with ωB97M-V/def2-TZVPD.

Last column: Löwdin charge in e.
Element x y z (Å)
C: -0.407 1.444 -3.184  0.014
N: -0.406 1.308 -1.681  -0.029
C: 0.927 1.380 -1.179  -0.035
C: -1.655 3.728 -1.698  -0.029
C: -1.480 2.307 -1.142  -0.268
C: -2.757 1.526 -1.445  -0.260
N: -3.071 0.262 -0.756  0.047
H: -1.446 1.313 -3.371  0.067
H: -0.164 2.434 -3.531  0.115
H: 0.236 0.692 -3.609  0.109
H: 1.563 2.315 -1.318  0.130
H: 0.897 1.424 -0.060  0.116
H: 1.538 0.511 -1.394  0.105
H: -2.194 4.354 -0.978  0.108
H: -0.722 4.130 -2.078  0.089
H: -2.367 3.825 -2.504  0.085
H: -1.362 2.444 -0.021  0.164
H: -2.889 1.460 -2.540  0.113
H: -3.630 2.154 -1.290  0.119
H: -2.847 -0.646 -1.164  0.049
H: -2.569 0.225 0.138  0.043
H: -0.379 -1.870 0.009  0.000
H: -0.514 -2.169 1.436  0.039
O: 0.194 -2.032 0.780  -0.064
H: 2.979 -0.381 0.975  0.009
H: 3.058 -1.385 -0.214  0.057
O: 3.587 -0.788 0.329  -0.049
H: 4.033 0.659 -0.609  -0.004
H: 5.100 0.982 -1.774  0.060
O: 4.650 1.311 -0.994  -0.060
H: -0.088 -0.229 3.798  0.019
H: 0.530 1.129 3.803  0.050
O: -0.205 0.642 4.201  -0.035
H: -2.820 0.906 2.367  0.047
H: -1.419 0.835 3.126  0.006
O: -1.941 0.494 2.336  -0.108
H: -1.388 -4.644 -1.377  0.018
H: -2.366 -3.466 -0.847  0.046
O: -1.992 -4.337 -0.695  -0.028
H: -0.042 -3.736 -3.379  0.089
H: -0.147 -4.692 -2.214  0.052
O: 0.173 -3.820 -2.439  -0.019
H: 0.773 -0.541 1.592  0.022
H: 1.837 -1.033 2.653  0.086
O: 1.542 -0.276 2.135  -0.082
H: 3.671 2.765 -0.631  0.007
H: 2.590 3.493 0.246  0.029
O: 2.996 3.478 -0.627  -0.058
H: -0.950 -0.768 -2.047  0.021
H: -0.604 -2.294 -2.149  0.033
O: -1.047 -1.609 -1.595  -0.072
H: 0.117 -3.412 4.350  0.043
H: -1.036 -2.411 4.210  0.021
O: -0.300 -2.650 4.785  -0.049
H: -1.449 -4.797 2.292  0.053
H: -2.197 -4.010 1.200  0.006
O: -1.862 -3.947 2.111  -0.058
H: 2.569 1.531 2.679  0.003
H: 4.003 2.287 2.701  0.055
O: 3.149 2.192 2.282  -0.040

**Total charge**: +1
**Spin multiplicity**: 2
**Gap between HOMO and LUMO (alpha / beta)**: 9.71 / 5.19 eV

No. 8
Below is a cluster of 14 separate species, C5H40N2O13S in total, with properties calculated with ωB97M-V/def2-TZVPD.

Last column: Löwdin charge in e.
Element x y z (Å)
N: -1.722 1.288 -0.225  0.061
C: -1.383 0.103 0.555  -0.401
C: -1.764 0.110 2.070  -0.517
S: -2.965 1.301 2.716  0.758
C: 0.123 0.064 0.382  -0.160
N: 0.551 -1.216 0.999  -0.236
C: 0.658 -2.234 -0.031  -0.116
C: 1.691 -1.455 1.881  -0.093
H: -2.678 1.293 -0.523  0.075
H: -1.225 2.121 0.004  0.049
H: -1.769 -0.858 0.151  0.122
H: -0.833 0.143 2.748  0.070
H: -2.256 -0.824 2.295  0.022
H: -4.088 0.843 2.205  -0.168
H: 0.402 0.163 -0.668  0.122
H: 0.601 0.969 0.831  0.113
H: 0.277 -3.216 0.290  0.093
H: -0.006 -2.058 -0.897  0.060
H: 1.622 -2.377 -0.525  0.082
H: 2.006 -0.479 2.323  0.071
H: 1.463 -2.116 2.736  0.078
H: 2.596 -1.776 1.362  0.090
H: -3.507 0.731 -3.613  0.033
H: -3.408 -0.139 -2.512  0.025
O: -4.007 -0.038 -3.290  -0.072
H: 0.451 -2.166 -2.521  -0.045
H: 1.717 -1.324 -2.852  -0.006
O: 1.384 -2.210 -2.683  -0.082
H: -1.370 -1.512 -3.537  0.019
H: -0.989 -2.912 -2.947  0.048
O: -1.474 -2.098 -2.778  -0.059
H: 3.261 -0.177 -3.762  0.092
H: 2.712 0.987 -2.670  -0.001
O: 2.505 0.321 -3.395  -0.098
H: -0.506 2.504 -2.493  0.036
H: 0.644 3.282 -2.946  0.050
O: 0.460 2.492 -2.418  -0.056
H: 0.464 1.173 2.386  0.002
H: 1.575 1.470 3.459  0.040
O: 0.999 1.895 2.805  -0.076
H: 2.550 2.202 2.027  -0.001
H: 3.608 3.105 1.392  0.057
O: 3.337 2.182 1.445  -0.068
H: 4.231 1.472 -1.584  0.079
H: 3.379 1.709 -0.457  0.056
O: 3.282 1.603 -1.445  -0.050
H: 0.594 -0.537 4.540  0.041
H: 2.096 -1.022 4.358  0.026
O: 1.518 -0.354 4.724  -0.044
H: -1.933 3.798 1.087  -0.015
H: -0.846 4.843 0.613  0.033
O: -1.698 4.733 1.052  -0.063
H: -4.236 -1.407 1.222  0.036
H: -3.054 -2.184 0.923  0.016
O: -3.823 -1.824 0.446  -0.053
H: 0.222 -0.690 -4.839  0.048
H: 0.923 0.194 -3.684  0.008
O: 0.061 -0.214 -4.023  -0.110
H: -0.593 -2.503 2.226  -0.004
H: -0.643 -3.894 2.790  0.050
O: -1.188 -3.280 2.276  -0.065

**Spin multiplicity**: 1
**Gap between HOMO and LUMO**: 8.91 eV

- The highest spin multiplicity belongs to which entry?
  C5H3O6V

- spin multiplicity of number 3 (C5H3O6V)?
  4

- Look up the spin multiplicity of the seventh one.
  2